# 1
This record from the Open Molecules 2025 dataset describes a cluster of 2 separate species, C2H6Cl2NP in total. The level of theory is wB97M-V/def2-TZVPD.

Geometry (Å):
C -1.4053 1.6610 0.9836
N -0.8703 0.8240 0.0504
P -0.7139 -0.4824 -0.6937
Cl -1.6528 -1.9401 0.6938
H -0.5670 2.2572 1.4503
H -2.0775 1.2264 1.8102
H -2.1471 2.2002 0.4118
C 1.7956 -1.1494 -0.9606
Cl 3.4319 -1.6806 -0.9033
H 1.2111 -1.7717 -0.3340
H 1.4052 -0.9826 -1.9331
H 1.5903 -0.1620 -0.5754

Relative energy (zero: lowest compared OMol25 entry of this formula, charge and spin), kcal per mole: 39.3
SMILES: C/N=P\Cl.CCl
Total energy, eV: -37994.0208
Largest force on an atom, eV/Å: 3.61
LUMO level, eV: -0.5
Highest occupied orbital energy, eV: -9.7
Spin multiplicity: 1
HOMO-LUMO gap, eV: 9.2

***

# 2
This record from the Open Molecules 2025 dataset describes an isolated molecule of C17H32O3. The level of theory is wB97M-V/def2-TZVPD.

Geometry (Å):
C -2.5180 1.9530 1.2283
C -3.2416 0.9656 0.3002
C -2.2951 -0.0378 -0.3812
C -2.1978 -1.3718 0.3648
C -1.2817 -1.3094 1.5879
C -0.8234 -2.7002 2.0281
C 0.2376 -2.6277 3.1167
C 1.6777 -2.2949 2.6403
C 2.0124 -2.6249 1.1824
C 1.7199 -1.5471 0.1433
C 2.2089 -0.1507 0.5223
C 2.5197 0.7350 -0.6956
C 1.8706 2.1236 -0.5944
C 1.6138 2.7456 -1.9762
C 0.2295 2.4902 -2.5088
C -0.2328 1.0411 -2.7898
O -0.0337 0.8898 -4.1921
C -0.3877 2.1305 -4.6712
O -1.0500 2.3622 -5.6746
O 0.1537 3.0563 -3.8299
H -1.5245 2.1872 0.8540
H -3.0685 2.8875 1.2660
H -2.4150 1.5707 2.2370
H -3.9868 0.4389 0.8866
H -3.7332 1.5439 -0.4751
H -2.5915 -0.2021 -1.4118
H -1.3056 0.4177 -0.3854
H -3.1953 -1.6172 0.7254
H -1.9181 -2.1883 -0.2956
H -0.4365 -0.6461 1.4279
H -1.8670 -0.9144 2.4155
H -0.5341 -3.3115 1.1788
H -1.7024 -3.1849 2.4532
H 0.2314 -3.5163 3.7389
H -0.0793 -1.8209 3.7765
H 1.8868 -1.2617 2.8931
H 2.3582 -2.8886 3.2443
H 3.0856 -2.8064 1.1432
H 1.5531 -3.5664 0.9001
H 2.2523 -1.8334 -0.7648
H 0.6701 -1.5326 -0.1431
H 1.4757 0.3178 1.1757
H 3.0976 -0.2809 1.1372
H 2.1315 0.2480 -1.5822
H 3.5931 0.8564 -0.7646
H 0.9340 2.0741 -0.0432
H 2.5357 2.7925 -0.0585
H 1.7290 3.8248 -1.9151
H 2.3409 2.3968 -2.7039
H -0.5514 2.9372 -1.9000
H 0.1655 0.2421 -2.1829
H -1.3134 1.0077 -2.6276

SMILES: CCCCCCCCCCCCCC[C@@H]1COC(=O)O1
Total energy, eV: -24290.3212
Largest force on an atom, eV/Å: 3.40
LUMO level, eV: 0.8
Highest occupied orbital energy, eV: -10.6
Spin multiplicity: 1
HOMO-LUMO gap, eV: 11.4

***

# 3
This record from the Open Molecules 2025 dataset describes a structure of composition C63H51N6O7SW. The level of theory is wB97M-V/def2-TZVPD.

Geometry (Å):
W -0.7313 -0.5190 -0.8952
C -4.1026 2.6777 -1.3858
O -3.5465 3.1398 -2.5969
C -3.0837 2.2115 -3.4967
C -3.4177 2.4772 -4.8076
C -2.9148 1.7058 -5.8562
C -2.0554 0.6752 -5.5641
C -1.6953 0.3862 -4.2384
C -0.7115 -0.6291 -4.0276
N -0.2212 -1.0196 -2.8970
N 0.8424 -1.8901 -3.1117
C 1.4377 -2.1169 -1.9910
O 1.0496 -1.5960 -0.8918
C 2.6278 -3.0066 -2.0125
C 3.5566 -2.9523 -0.9885
C 4.6878 -3.7593 -1.0281
C 4.8859 -4.6308 -2.0891
C 3.9496 -4.6902 -3.1157
C 2.8266 -3.8779 -3.0799
C -2.2194 1.1323 -3.1656
O -1.8956 0.8687 -1.9349
H -4.5943 3.5337 -0.9239
H -3.3344 2.2956 -0.7213
H -4.8501 1.8975 -1.5797
H -4.0681 3.3249 -4.9885
H -3.1771 1.9361 -6.8818
H -1.6170 0.0773 -6.3580
H -0.2727 -1.1064 -4.8973
H 3.3872 -2.2743 -0.1642
H 5.4048 -3.7099 -0.2189
H 5.7651 -5.2637 -2.1200
H 4.0957 -5.3729 -3.9449
H 2.0923 -3.9054 -3.8759
N -4.8514 0.1576 0.6746
C -4.3281 0.9789 1.6531
C -4.9371 1.7394 2.6464
C -4.0993 2.4732 3.4557
C -2.7031 2.4301 3.2858
C -2.1178 1.6611 2.3058
C -2.9468 0.9319 1.4577
N -2.6641 0.1095 0.3611
C -3.8180 -0.2954 -0.0691
C -4.0495 -1.1217 -1.2649
C -5.2370 -1.5786 -1.7103
S -5.0082 -2.4616 -3.1438
C -3.3253 -2.1535 -3.0577
N -2.9756 -1.4534 -2.0365
H -5.8186 0.0881 0.4143
H -6.0130 1.7587 2.7729
H -4.5246 3.0865 4.2400
H -2.0669 2.9989 3.9521
H -1.0507 1.5922 2.2136
H -6.2176 -1.4740 -1.2667
H -2.6313 -2.5279 -3.8000
C 1.7122 2.9870 3.7476
C 2.6393 2.5898 2.6097
C 4.0247 3.1735 2.7637
O 2.7618 1.1784 2.4983
C 1.9209 0.6815 1.4397
C 1.3000 1.9607 0.8598
O 2.0929 3.0165 1.3904
C 1.2964 2.0207 -0.6795
O 0.5571 0.9534 -1.1193
C 2.7339 1.9084 -1.2394
C 3.0311 0.8635 -2.1074
C 4.3101 0.6975 -2.6296
C 5.3199 1.5901 -2.3038
C 5.0310 2.6572 -1.4622
C 3.7542 2.8166 -0.9380
C 0.6114 3.3327 -1.1192
C 1.2084 4.2788 -1.9442
C 0.5240 5.4304 -2.3269
C -0.7719 5.6528 -1.8919
C -1.3883 4.7004 -1.0878
C -0.7063 3.5542 -0.7187
C 0.9385 -0.4537 1.8967
O -0.1390 -0.4680 1.0121
C 0.3339 -0.3014 3.3219
C -1.0065 -0.6320 3.5058
C -1.5935 -0.6231 4.7650
C -0.8424 -0.2895 5.8833
C 0.5058 -0.0004 5.7212
C 1.0906 -0.0228 4.4617
C 1.7130 -1.7931 2.0415
C 1.0533 -3.0022 1.8634
C 1.6859 -4.2100 2.1178
C 2.9951 -4.2319 2.5879
C 3.6595 -3.0304 2.7849
C 3.0289 -1.8208 2.5067
H 2.1211 2.6786 4.7122
H 0.7340 2.5191 3.6271
H 1.5921 4.0724 3.7379
H 4.4918 2.7791 3.6681
H 3.9690 4.2621 2.8360
H 4.6268 2.8968 1.8980
H 2.5573 0.2264 0.6798
H 0.2750 2.0923 1.1828
H 2.2451 0.1783 -2.3735
H 4.5093 -0.1398 -3.2901
H 6.3178 1.4657 -2.7085
H 5.8051 3.3745 -1.2107
H 3.5474 3.6586 -0.2963
H 2.2155 4.1242 -2.3068
H 1.0113 6.1496 -2.9763
H -1.3083 6.5448 -2.1941
H -2.4143 4.8418 -0.7654
H -1.2180 2.7968 -0.1415
H -1.5872 -0.8965 2.6370
H -2.6424 -0.8792 4.8678
H -1.2944 -0.2735 6.8688
H 1.1172 0.2339 6.5858
H 2.1493 0.1621 4.3688
H 0.0319 -2.9933 1.5113
H 1.1491 -5.1372 1.9485
H 3.4915 -5.1738 2.7909
H 4.6823 -3.0271 3.1490
H 3.5742 -0.9011 2.6665
N -2.8419 -7.6631 1.2073
C -2.5528 -6.5957 0.8861
C -2.1999 -5.2516 0.4845
C -1.4515 -5.0248 -0.6717
C -1.1129 -3.7324 -1.0388
C -1.4730 -2.5960 -0.2962
C -2.2313 -2.8774 0.8502
C -2.5944 -4.1567 1.2463
H -1.1328 -5.8678 -1.2759
H -0.5426 -3.6170 -1.9537
H -2.5446 -2.0638 1.4929
H -3.1742 -4.3131 2.1498

Total charge: -1
Relative energy (zero: lowest compared OMol25 entry of this formula, charge and spin), kcal per mole: 0.0
Total energy, eV: -102096.2638
Largest force on an atom, eV/Å: 1.66
LUMO level (alpha / beta), eV: 1.8 / 1.8
Highest occupied orbital energy (alpha / beta), eV: -3.3 / -3.2
Spin multiplicity: 1
HOMO-LUMO gap (alpha / beta), eV: 5.0 / 5.0

***

# 4
This record from the Open Molecules 2025 dataset describes a cluster of 2 separate species, C3H7NO2S in total. The level of theory is wB97M-V/def2-TZVPD.

Geometry (Å):
O -0.6408 -1.9600 -0.4654
C -0.3263 -0.7999 -1.0534
C 0.9431 -0.3346 -1.0158
O 1.5157 0.7467 -1.6085
S 2.0938 -1.6671 -0.6183
H 0.0372 -2.1939 0.0898
H -1.0787 -0.1032 -1.3509
H 2.3828 0.6564 -1.9225
H 3.0901 -0.9557 -0.2672
C -1.5960 1.6784 1.4625
N -1.1603 0.5101 1.5951
H -2.3555 2.0685 2.1350
H -1.1114 2.2350 0.6608
H -1.7938 0.1193 2.3588

Relative energy (zero: lowest compared OMol25 entry of this formula, charge and spin), kcal per mole: 86.5
SMILES: O/C=C(/O)S.C=N
Total energy, eV: -19641.8511
Largest force on an atom, eV/Å: 4.22
LUMO level, eV: 0.6
Highest occupied orbital energy, eV: -7.9
Spin multiplicity: 1
HOMO-LUMO gap, eV: 8.5

***

# 5
This record from the Open Molecules 2025 dataset describes a cluster of 3 separate species, C2H10O2S2 in total. The level of theory is wB97M-V/def2-TZVPD.

Geometry (Å):
C -1.1044 1.5141 0.3825
C -1.4331 0.0185 0.3334
S -1.1531 -0.6001 -1.3288
S -0.4997 -2.4731 -1.0992
H -1.6741 2.1033 -0.3555
H -0.0513 1.5873 0.0753
H -1.3054 2.0016 1.3337
H -2.4060 -0.1955 0.7804
H -0.6979 -0.4938 0.9474
H 0.8298 -2.2943 -1.1979
O 1.0956 2.3580 2.4667
H 1.7978 2.8610 2.0410
H 1.2198 1.4970 2.0285
O 3.1297 1.2197 0.7096
H 3.9778 1.5872 0.9792
H 3.0161 1.5083 -0.2038

Relative energy (zero: lowest compared OMol25 entry of this formula, charge and spin), kcal per mole: 13.4
SMILES: CCSS.O.O
Total energy, eV: -28001.5391
Largest force on an atom, eV/Å: 1.30
LUMO level, eV: 0.3
Highest occupied orbital energy, eV: -9.0
Spin multiplicity: 1
HOMO-LUMO gap, eV: 9.3

***

# 6
This record from the Open Molecules 2025 dataset describes a structure of composition C12H22FeN3O5P. The level of theory is wB97M-V/def2-TZVPD.

Geometry (Å):
Fe 1.6794 0.0324 -3.7660
O -1.0071 -0.9549 -2.7493
C 0.0418 -0.5682 -3.1094
C 2.6298 0.7840 -2.3673
O 3.1836 1.2746 -1.4733
C 0.6018 1.3989 -3.1583
O -0.0276 2.2557 -2.6744
C 1.7842 -1.2872 -2.5020
O 1.8623 -2.1194 -1.6795
C 1.7315 -0.6238 -5.7025
H 1.7235 -1.7234 -5.8069
H 0.9469 -0.1421 -6.3140
C 2.9412 0.0697 -5.3663
H 3.1137 1.1170 -5.6751
H 3.8817 -0.4789 -5.1808
C -2.3018 1.7845 0.5650
N -1.4609 1.4753 1.7358
C -0.8649 2.7222 2.2243
P -0.4920 0.1077 1.4582
O 0.4115 0.1871 0.2813
N 0.2849 -0.3546 2.8813
C 1.3861 -1.3243 2.7613
C 0.3727 0.4322 4.0980
N -1.7142 -1.0269 1.1786
C -1.2890 -2.3008 0.6085
C -2.8466 -1.1631 2.0784
H -1.7042 2.1787 -0.2745
H -3.0021 2.5674 0.8791
H -2.8521 0.8932 0.2459
H -0.5511 2.6582 3.2709
H -0.0164 3.0444 1.5971
H -1.6494 3.4848 2.1437
H 2.2402 -0.8924 2.2111
H 1.7157 -1.5740 3.7796
H 1.0744 -2.2572 2.2648
H 1.1088 1.2450 3.9997
H -0.5960 0.8421 4.3994
H 0.7229 -0.2345 4.8959
H -0.4466 -2.1503 -0.0777
H -1.0084 -3.0298 1.3875
H -2.1333 -2.7132 0.0436
H -2.6021 -1.7096 3.0037
H -3.2564 -0.1814 2.3316
H -3.6166 -1.7456 1.5531

Total charge: +3
Total energy, eV: -71148.4396
Largest force on an atom, eV/Å: 4.95
LUMO level (alpha / beta), eV: -9.4 / -14.5
Highest occupied orbital energy (alpha / beta), eV: -16.0 / -19.6
Spin multiplicity: 6
Expectation value of S²: 8.804
HOMO-LUMO gap (alpha / beta), eV: 6.6 / 5.2